(1)
9
Properties=species:S:1:pos:R:3:forces:R:3 method="wB97M-V/def2-TZVPD" largest_force_ev_per_a=1.9 e_tot_ha=-832.5450 mol_weight_g_mol=106.0
C 1.0384 -0.1071 -0.1337 -0.4 -1.0 -0.5
N 0.4334 0.1547 0.9476 0.1 -0.5 -0.7
N 1.0238 -1.3459 -0.8852 0.5 0.6 -0.5
P 0.4703 1.1162 2.1948 -1.1 0.1 1.2
P 1.6107 0.2063 -1.6849 0.1 -0.3 -0.2
H -1.5704 0.5436 -0.6687 -1.6 -0.2 -1.0
H 0.1077 -1.6727 -1.2288 0.2 0.3 0.3
H -0.8702 0.6368 2.5603 0.7 0.8 0.4
H -2.2436 0.4681 -1.1013 1.5 0.2 1.0

(2)
14
Properties=species:S:1:pos:R:3:forces:R:3 method="wB97M-V/def2-TZVPD" largest_force_ev_per_a=4.1 e_tot_ha=-344.8163 smiles="CCC(=O)O.O" mol_weight_g_mol=92.1
O 0.7831 -0.4642 -1.1341 -0.2 3.8 1.4
O 0.7554 1.8077 -0.9743 0.5 1.5 -1.4
C 0.6723 0.5968 -0.4747 -0.1 -2.8 1.5
C -0.0308 -0.8789 1.4496 -0.1 0.5 1.8
C 0.3959 0.5463 1.0769 0.6 -0.4 -2.4
H 0.8095 2.6250 -0.4076 -0.3 -1.9 -0.2
H 0.4875 -1.7370 0.9895 0.0 0.9 -0.1
H -1.1185 -1.0510 1.3889 0.5 0.2 -0.1
H 0.2577 -0.8225 2.5128 -0.5 -1.0 0.0
H -0.3202 1.3529 1.3260 0.2 -0.6 0.0
H 1.3613 0.7924 1.5594 -0.4 -0.1 -0.2
O -1.4321 -0.7630 -2.7965 -0.3 -0.5 0.9
H -0.6896 -0.5374 -2.1915 -0.5 -0.4 -0.6
H -1.9315 -1.4672 -2.3244 0.6 0.8 -0.5

(3)
16
Properties=species:S:1:pos:R:3:forces:R:3 method="wB97M-V/def2-TZVPD" largest_force_ev_per_a=3.6 e_tot_ha=-267.8449 smiles="CC/C(N)=C/N" mol_weight_g_mol=86.1
C 0.7998 1.3124 1.7667 -0.3 0.5 -1.7
C 1.2474 0.6346 0.4338 -2.7 0.2 -1.6
C 0.1177 -0.3244 -0.2259 0.0 2.0 -1.7
C -0.1679 -0.3886 -1.6009 -1.0 0.6 1.1
N -1.0852 -1.3418 -2.1935 -0.1 -0.2 2.0
N -0.6200 -1.0149 0.7631 -1.6 -3.2 -0.4
H 1.6261 1.9055 2.1207 0.5 -0.2 0.5
H 0.5029 0.5298 2.4260 -0.1 -0.3 0.9
H -0.0058 2.0781 1.6665 0.2 -0.8 -0.3
H 2.0942 -0.0549 0.6957 -0.3 1.1 -0.9
H 1.2718 1.4707 -0.3657 1.3 -1.5 1.2
H 0.0187 0.4170 -2.3591 1.1 -0.9 1.1
H -1.9180 -1.5236 -1.6443 0.3 -0.2 0.7
H -1.4915 -1.2087 -3.0884 0.6 0.9 -1.1
H -1.4239 -0.5075 1.2232 1.4 -0.6 -1.1
H -0.9662 -1.9837 0.3820 0.6 2.5 1.1

(4)
46
Properties=species:S:1:pos:R:3:forces:R:3 method="wB97M-V/def2-TZVPD" charge=+2 s_squared=2.028 largest_force_ev_per_a=5.6 e_tot_ha=-3004.1640 mol_weight_g_mol=478.6 spin_multiplicity=3
C 0.0057 0.6904 -6.1363 0.0 -0.5 -0.5
C 0.0125 1.5537 -5.0050 0.0 3.1 4.3
H 0.0088 1.2865 -7.0678 0.0 0.0 0.3
H -0.9031 0.0526 -6.0827 0.4 0.3 0.1
H 0.9063 0.0408 -6.0842 -0.4 0.3 0.1
O 0.0178 2.2856 -4.1044 0.0 -3.4 -4.4
I -0.0146 -1.5440 -3.0204 0.0 0.5 -2.0
V -0.0039 -0.6255 -0.7033 0.0 -2.0 1.1
P 2.3192 -0.0754 -0.4623 1.2 0.1 1.0
C 2.6880 1.3109 0.6585 0.0 0.1 -0.1
C 3.1245 -1.5116 0.3474 -0.1 -0.2 -0.1
H 4.2111 -1.4906 0.1840 -0.3 0.1 0.1
H 4.3850 0.1859 -1.6903 -0.2 0.1 -0.1
H 2.6991 -2.4302 -0.0736 0.3 0.2 0.1
H 3.0424 -0.4652 -2.6924 0.2 0.1 0.0
H 2.2236 1.1458 1.6366 0.2 0.0 -0.3
H 2.9119 -1.5018 1.4251 0.0 0.0 -0.3
C 3.3169 0.2611 -1.9240 0.0 0.0 -0.3
H 3.7736 1.4086 0.7759 -0.2 0.1 0.0
H 3.0808 1.2683 -2.2789 0.1 -0.1 -0.1
H 2.2768 2.2281 0.2248 0.2 0.0 0.1
P -2.3183 -0.0408 -0.4598 -1.2 0.2 1.0
C -2.6664 1.3505 0.6617 0.0 0.1 -0.1
C -3.3129 0.3129 -1.9201 0.0 0.0 -0.2
H -2.7311 -2.3894 -0.0708 -0.3 0.2 0.1
H -4.2309 -1.4290 0.1817 0.3 0.1 0.1
H -2.9358 -1.4572 1.4267 0.0 0.0 -0.3
C -3.1453 -1.4649 0.3485 0.1 -0.2 -0.1
H -3.0496 -0.4166 -2.6896 -0.2 0.1 0.0
H -4.3818 0.2532 -1.6853 0.2 0.1 -0.1
H -3.7505 1.4609 0.7822 0.2 0.1 0.0
H -2.2450 2.2623 0.2264 -0.2 0.0 0.1
H -3.0618 1.3171 -2.2735 -0.1 -0.1 -0.1
H -2.2012 1.1794 1.6383 -0.2 0.0 -0.3
Cl -0.0197 -2.8508 -0.1299 0.0 0.6 0.5
C 0.0699 1.0770 4.4436 0.0 0.7 -0.1
N -0.0029 -0.2542 3.8243 0.0 -0.3 0.1
C -0.0752 -1.4288 4.6992 0.0 -0.8 0.0
C -0.0039 -0.3702 2.5352 0.0 1.1 -2.3
N -0.0019 -0.2582 1.3581 0.0 -0.5 2.4
H 0.0541 0.9106 5.5249 0.0 0.3 -0.3
H -0.7934 1.7025 4.1562 0.3 -0.3 0.1
H 1.0022 1.5991 4.1660 -0.4 -0.3 0.1
H -1.0106 -1.9880 4.5343 0.4 0.2 0.1
H 0.7823 -2.1002 4.5305 -0.3 0.3 0.1
H -0.0501 -1.0528 5.7237 0.0 -0.3 -0.2

(5)
15
Properties=species:S:1:pos:R:3:forces:R:3 method="wB97M-V/def2-TZVPD" largest_force_ev_per_a=9.0 e_tot_ha=-375.0043 mol_weight_g_mol=104.1
N 0.2520 0.0208 -1.4249 0.1 -3.1 -3.7
C 0.1629 -0.4257 -0.1308 -3.5 8.2 -1.2
N 0.7103 0.9442 1.8366 -0.1 -0.1 -0.1
N -0.1114 1.2085 -1.7959 -0.3 0.8 0.9
N -1.5620 -0.2957 0.2659 2.2 -1.2 1.0
C 0.7753 -1.6319 0.1149 1.0 -2.4 1.1
O 0.7825 0.8695 0.4148 -0.8 -2.2 2.0
H 1.5336 0.4359 2.1603 -0.3 -0.1 0.2
H -0.1451 0.4186 2.0560 0.3 0.2 0.3
H -0.1976 1.9497 -1.1011 0.0 -0.1 -0.2
H -0.0020 1.4466 -2.7704 0.2 -0.2 0.2
H -1.9891 -1.1599 -0.0497 0.2 0.0 0.0
H -2.1559 0.4583 -0.0761 1.0 0.2 -0.3
H 0.4575 -2.5131 -0.4161 0.1 0.0 -0.2
H 1.4889 -1.7258 0.9165 0.0 0.0 0.1

(6)
35
Properties=species:S:1:pos:R:3:forces:R:3 method="wB97M-V/def2-TZVPD" largest_force_ev_per_a=6.0 e_tot_ha=-749.7802 smiles=Cc1c[nH]c2ccccc12.Cc1ccc(O)cc1 mol_weight_g_mol=239.3
C -2.9756 0.1577 -0.2870 0.8 0.9 -2.9
C -0.6072 -0.6394 0.1467 -2.6 -2.2 0.9
C -1.9456 -0.7986 0.1457 -0.5 -0.3 0.2
C -1.0546 -2.6553 1.1403 1.3 0.6 -1.3
C -2.2792 -2.0786 0.7357 0.9 2.5 -0.4
C -0.9870 -3.9709 1.5274 -3.1 0.7 -0.5
C -3.5072 -2.6112 0.9521 -1.4 -2.6 0.8
C -2.2905 -4.5923 1.5979 5.1 -0.4 1.4
C -3.4364 -3.9151 1.5078 -2.6 0.1 -0.5
N -0.0239 -1.7658 0.6813 2.8 -0.3 2.1
H -0.1509 0.1573 -0.2887 1.9 1.9 -0.8
H 0.9441 -1.6377 1.1737 -2.7 -0.8 -1.3
H -3.8318 -0.3385 -0.8330 0.9 0.8 0.6
H -2.4558 0.9411 -0.9592 -1.0 -1.3 0.5
H -0.1084 -4.4688 1.7933 1.2 -0.8 0.1
H -4.5242 -2.2761 0.6501 1.2 0.4 0.3
H -2.1569 -5.6151 1.9022 -0.9 -0.4 0.2
H -4.2852 -4.5235 1.8589 -0.2 0.8 -0.7
H -3.2974 0.7780 0.4999 -0.9 0.4 1.3
C 0.5633 3.9075 -1.4909 -0.6 2.8 -0.3
C 3.7685 1.4603 -0.3882 -1.1 1.7 -1.0
C 2.9871 1.1111 -1.5055 -2.4 1.8 1.4
C 3.7256 2.6932 0.2001 -0.5 0.4 0.1
C 1.7822 1.8368 -1.7146 4.8 2.5 2.5
C 2.7549 3.6308 -0.2083 0.2 -0.7 0.9
C 1.7679 3.2056 -1.0414 -1.6 -4.7 -1.9
O 4.5364 0.6881 0.3433 3.1 -4.8 0.0
H 3.1854 0.2581 -2.0460 0.3 -2.1 -1.0
H 4.9021 -0.1583 -0.0889 -1.1 2.0 0.7
H 4.3936 2.6655 1.0803 -0.5 1.2 -0.5
H 1.1131 1.5291 -2.4699 -0.8 0.0 -0.6
H 2.6700 4.5954 0.2679 0.1 0.2 0.0
H 0.2414 4.7305 -0.8090 0.5 -0.2 -0.5
H -0.3870 3.3511 -1.6279 1.0 -0.2 -0.2
H 0.9693 4.3482 -2.4462 -1.4 0.0 0.5

ΔE to the lowest compared entry with this formula, charge and spin values (in kcal per mole) by entry order: 87.8; 20.1; 50.5; 0.0; 189.7; 75.3.